H5PSi as an isolated structure in a non-equilibrium geometry. Source: the Open Molecules 2025 dataset; level of theory: ωB97M-V/def2-TZVPD.

Calculated values
expectation value of S²	2.006
relative energy (zero: lowest compared OMol25 entry of this formula, charge and spin)	0.8536	eV
2S+1	3
charge	0

CARTESIAN COORDINATES (ANGSTROEM)
P (-1.67633, -0.37024, -0.17057)
Si (0.79438, -0.00726, -0.18431)
H (-2.25531, -0.05778, 1.11848)
H (0.85477, 0.55996, -1.42780)
H (1.78378, 0.51496, 0.72708)
H (1.04493, -1.43534, -0.74367)
H (-0.54623, 0.79570, 0.68079)

---

A 19-piece molecular cluster, C76H152O19 overall in a non-equilibrium geometry. Source: the Open Molecules 2025 dataset; level of theory: ωB97M-V/def2-TZVPD.

Calculated values
relative energy (zero: lowest compared OMol25 entry of this formula, charge and spin)	0.8777	eV
2S+1	1
charge	0

CARTESIAN COORDINATES (ANGSTROEM)
O (2.79711, -3.26813, 0.64397)
O (-4.19776, 0.64422, 3.64639)
O (2.36118, 0.04822, 5.53862)
O (6.52037, 0.47786, -3.09254)
O (-3.71818, 4.08252, -1.02486)
O (1.16998, -1.41356, -6.38671)
O (4.98772, -3.96714, 4.11219)
O (-6.24723, -3.72264, 1.87563)
O (-1.00165, 3.66825, 6.22751)
O (3.70292, 5.13713, 0.93555)
O (-0.90101, -4.69470, 2.87621)
O (-4.44685, 0.39886, -2.76702)
O (-0.35284, 5.91534, 2.62670)
O (-2.93528, 2.78170, -8.83460)
O (0.29368, 0.24775, -1.53008)
O (7.12292, -1.56969, 1.24086)
O (-0.53382, -4.74344, -1.71655)
O (0.88224, 3.43946, -4.43274)
O (-5.57819, -3.20841, -5.48319)
C (4.19956, 0.72275, -3.22389)
C (-0.94765, 3.37920, -3.13426)
C (-4.31944, -3.52017, -6.10735)
C (2.72966, 5.19900, -1.14563)
C (8.15189, 0.48185, 1.27662)
C (7.95638, -1.60130, 2.41929)
C (0.08609, -0.00099, 0.75365)
C (-4.21987, -0.40771, -3.85421)
C (0.53677, -2.68130, -6.54962)
C (-1.11222, -0.15446, -1.28203)
C (-4.25648, 0.06297, 4.90730)
C (-1.64147, 3.06980, -6.90460)
C (0.04660, 4.60582, 7.99974)
C (0.46650, 4.77838, -4.39135)
C (-4.94167, 3.03133, 0.60240)
C (4.16713, -5.18685, 5.90358)
C (-3.84277, -4.77424, -5.41691)
C (-6.81276, -2.49578, 1.55267)
C (-0.20246, 3.68790, 2.78454)
C (8.87119, -0.42158, 2.28263)
C (-0.18863, 2.60399, 6.79527)
C (7.61473, -0.59588, 0.32418)
C (3.76097, 4.08552, -1.17111)
C (-5.67147, 1.41938, -4.50469)
C (-1.34760, -4.48695, 4.23786)
C (-0.05505, -3.04713, -5.19313)
C (4.33372, 4.05603, 0.25431)
C (-5.24877, 0.07503, -4.89791)
C (-1.32530, 0.12612, 0.19760)
C (2.29434, 1.00120, 4.45057)
C (0.42592, -2.89157, 3.64299)
C (-1.59772, -4.00440, -1.14148)
C (-0.30595, -5.91162, -0.99680)
C (-0.61228, -3.22769, 4.69842)
C (-5.15757, 4.48943, 0.70626)
C (3.20691, 0.44296, 3.35452)
C (-4.43888, -4.67070, -4.05549)
C (-1.98286, 0.34462, 4.19826)
C (6.12820, -0.64150, -3.92923)
C (0.40543, 2.78503, -3.26549)
C (0.38146, -0.64004, -5.48517)
C (3.54027, -0.69245, 5.32427)
C (-1.77059, -6.30752, -0.65556)
C (0.82478, 5.77033, 3.28548)
C (1.05324, 4.25163, 3.43406)
C (-0.23997, -1.72853, -4.51116)
C (-0.58814, 4.84206, -3.25014)
C (3.24563, 6.08207, -0.01242)
C (-0.27154, -3.50393, 2.36410)
C (3.65830, -0.94797, 3.81694)
C (0.86301, 0.70519, -0.33553)
C (-4.91725, -3.50380, 2.24080)
C (3.93178, -2.41248, 0.71014)
C (5.45461, 1.46966, -2.88001)
C (0.02683, 3.10968, 8.22332)
C (3.05223, -2.29879, -1.44846)
C (-2.92465, 1.17106, 3.37646)
C (-3.09210, 2.89839, -6.60595)
C (-3.77341, 3.32739, -7.86536)
C (4.72050, -0.15699, -4.40221)
C (-1.58707, 2.52505, -8.37474)
C (4.39934, -2.32696, -0.74025)
C (-2.39192, -4.94625, -0.31613)
C (-4.76536, 4.93428, -0.64681)
C (-1.02738, 4.88256, 7.00757)
C (5.32642, -4.31148, 5.48323)
C (-5.83951, -4.05173, -4.33668)
C (2.17023, -3.18343, -0.58499)
C (-4.57418, -2.15480, 1.55109)
C (4.17254, -4.89475, 3.50273)
C (-2.81572, -0.04279, 5.42351)
C (3.76841, -5.82418, 4.60361)
C (-5.82377, -1.78235, 0.71418)
C (-3.58150, 2.96448, -0.15194)
C (-1.18715, 4.81390, 2.97909)
C (-4.89476, 1.66531, -3.21557)
H (-2.43132, -4.37129, 4.22150)
H (0.19140, 0.44564, 1.74236)
H (0.41875, 1.72423, -3.51572)
H (2.19865, -4.22038, -0.91967)
H (0.70563, -1.83961, 3.58604)
H (1.76198, 4.82320, -0.81325)
H (4.19428, 3.07704, 0.71285)
H (-0.18410, -2.65598, -7.36681)
H (7.29103, 0.97163, 1.73174)
H (1.29764, 5.41709, -4.09242)
H (5.52389, 2.02691, -1.94579)
H (5.40071, 4.27870, 0.24821)
H (-1.54725, 4.90450, 4.00389)
H (-0.12195, 5.18931, 8.90485)
H (8.46221, -1.02159, -0.21307)
H (-7.08870, -2.02236, 2.49491)
H (-5.60964, 4.98022, -1.33468)
H (-1.04247, -5.27387, 4.92760)
H (9.83181, -0.74487, 1.88164)
H (-1.01691, -3.55988, -5.18840)
H (-4.93830, -3.45353, 3.32944)
H (3.49750, -1.65707, 5.83001)
H (-6.51034, -4.86183, -4.62273)
H (-6.30016, -3.51576, -3.50684)
H (-0.08278, 5.22153, -2.36205)
H (-4.49303, 4.85503, 1.48909)
H (2.66453, -1.28556, -1.55402)
H (0.30752, -1.06601, 0.82313)
H (4.29124, -6.77875, 4.54429)
H (0.77807, 1.78505, -0.21397)
H (1.11850, -2.89923, -0.55018)
H (1.33607, -3.47228, 3.79306)
H (-1.18105, -3.18141, -0.56081)
H (-1.61780, 0.55333, -1.93894)
H (-5.68321, 2.51738, -0.00922)
H (3.83953, 0.12894, -2.38373)
H (-2.66273, -0.99136, 5.93820)
H (1.63473, 6.09854, 2.63404)
H (-4.30078, -5.57562, -5.99665)
H (-0.45823, 2.72892, 3.23513)
H (-5.70138, -2.16319, -0.29975)
H (-1.33967, -1.19588, -1.50965)
H (0.68237, 2.51907, 6.14546)
H (6.84307, -0.18797, -0.32870)
H (3.68875, -1.40317, 1.04232)
H (-2.29104, -4.74386, 0.75016)
H (4.17004, -1.05760, -4.67426)
H (-4.08640, 2.39245, -3.29257)
H (2.00818, 3.92956, 3.01876)
H (-1.37001, -2.45930, 4.85175)
H (2.99648, -1.76390, 3.52652)
H (-2.24926, -6.71558, -1.54577)
H (-2.81712, 2.19059, 3.74674)
H (-1.31633, 4.10955, -6.86843)
H (-7.72974, -2.65148, 0.98434)
H (0.25937, -6.61503, -1.60813)
H (2.69587, -6.01448, 4.56439)
H (-0.74403, 1.66867, 6.72586)
H (-4.86860, 0.06788, -5.91943)
H (-4.45593, -3.61260, -7.18480)
H (-1.59689, 3.02012, -3.93278)
H (-2.79583, 1.29744, 2.30150)
H (-2.02394, 4.88416, 7.44911)
H (4.54305, -5.87500, 6.66071)
H (5.51574, -3.45928, 6.13592)
H (2.67556, 0.46828, 2.40313)
H (4.69430, -1.11924, 3.52458)
H (8.53610, -2.52060, 2.33620)
H (0.42278, -3.77661, 1.56933)
H (3.36634, 1.35705, -3.52638)
H (-3.91873, -3.95162, -3.42268)
H (4.98713, -3.18015, -1.07885)
H (7.37583, -1.54551, 3.34015)
H (-6.74555, 1.53007, -4.35562)
H (4.41100, -0.19475, 5.75119)
H (0.01246, 5.14239, -5.31302)
H (-0.37932, -0.15747, -6.09872)
H (-3.37677, 1.85895, -6.44279)
H (-0.08128, -3.24508, 5.65017)
H (-5.61602, 1.95783, -2.45247)
H (4.03367, 6.73754, -0.38319)
H (3.36114, -4.29949, 3.08394)
H (1.07575, 2.94115, -2.42026)
H (-3.42805, -4.82863, -0.63349)
H (2.68136, 1.99165, 4.69003)
H (9.02412, 0.05534, 3.25074)
H (6.24085, -4.89969, 5.40626)
H (6.79914, -0.96063, -4.72677)
H (-3.20181, -0.29230, -4.22613)
H (4.56281, 4.38211, -1.84726)
H (8.79864, 1.22612, 0.81202)
H (-1.01568, 0.79435, 4.42282)
H (-2.76563, -4.93731, -5.45289)
H (-2.86371, 0.72870, 6.19202)
H (-4.85555, 0.61750, 5.62960)
H (-6.07047, -0.63605, -4.98323)
H (2.59663, 5.74248, -2.08105)
H (-1.79104, 1.10494, 0.31200)
H (-6.03229, -0.71314, 0.75162)
H (-1.05033, -2.89584, 1.90388)
H (-4.74332, -0.90821, 4.81847)
H (-4.29755, 5.90358, -0.47445)
H (-3.78409, 4.40545, -8.02590)
H (-1.41881, 3.08700, -2.19579)
H (0.28702, -5.72872, -0.10068)
H (-1.44643, 5.46766, -3.49524)
H (0.13388, -1.69778, -3.48774)
H (1.21245, 4.15692, 4.50820)
H (-6.18522, 4.71534, 0.99083)
H (-3.56288, -2.79031, -5.81921)
H (-4.26809, -4.32377, 1.93368)
H (5.67970, 2.26338, -3.59236)
H (-1.68437, -0.56474, 3.67666)
H (-4.81196, 3.01172, -7.96462)
H (-1.45604, 1.44300, -8.38446)
H (-4.84847, 2.52864, 1.56506)
H (1.25988, 1.17451, 4.15403)
H (-2.75998, 3.07014, 0.55662)
H (-1.98085, 4.74781, 2.23494)
H (4.78329, 0.54514, -5.23358)
H (1.92171, 0.48984, -0.19099)
H (-1.30038, -1.51198, -4.38178)
H (-2.18711, -3.50819, -1.91251)
H (4.74567, -5.31897, 2.67832)
H (4.95412, -1.43330, -1.02607)
H (-3.40485, 3.44451, -5.71599)
H (-4.23741, -1.37967, 2.23947)
H (3.32127, 3.14730, -1.50949)
H (1.33476, -3.38923, -6.77357)
H (-0.78693, 3.06797, -8.87782)
H (0.71184, 6.30468, 4.22877)
H (-0.77254, 2.92448, 8.94082)
H (-5.48732, 2.13203, -5.30864)
H (-3.70468, -2.37778, 0.93276)
H (2.46214, 6.68548, 0.44599)
H (0.95689, 2.74153, 8.65637)
H (4.77191, -2.72725, 1.32917)
H (3.00524, -2.73584, -2.44589)
H (-1.08080, 2.53924, -6.13501)
H (4.10566, 1.05051, 3.24855)
H (0.69287, -3.58756, -4.61292)
H (-4.37700, -1.46860, -3.65943)
H (-0.82524, 5.59657, 6.20917)
H (-1.83956, -7.13599, 0.04941)
H (-3.47752, 2.04899, -0.73431)
H (-1.94928, -0.66798, 0.60768)
H (3.33329, -4.59214, 6.27657)
H (0.99470, 4.85175, 7.52148)
H (-4.49058, -5.59725, -3.48372)
H (0.02557, 3.65174, 1.71927)
H (0.94271, 0.10231, -4.91771)
H (5.97561, -1.45836, -3.22386)

---

A 3-piece molecular cluster, C3H9INO2 overall in a non-equilibrium geometry. Source: the Open Molecules 2025 dataset; level of theory: ωB97M-V/def2-TZVPD.

Calculated values
relative energy (zero: lowest compared OMol25 entry of this formula, charge and spin)	1.5586	eV
2S+1	1
charge	+1

CARTESIAN COORDINATES (ANGSTROEM)
I (-4.01967, 0.00678, 0.27265)
O (1.03670, -2.39988, 0.52849)
O (-1.47299, 2.32959, -0.47547)
N (0.70629, 0.27796, 0.03306)
C (1.67016, -0.33713, -0.52454)
C (-0.63783, 2.34761, 0.45906)
C (1.95139, -1.79663, -0.34461)
H (-0.81163, 1.89031, 1.43182)
H (1.86120, -2.26543, -1.33427)
H (-2.29726, 1.78095, -0.32994)
H (2.33426, 0.21092, -1.18199)
H (0.14190, -0.34524, 0.61777)
H (-5.16889, -0.08751, -0.78223)
H (1.46175, -2.64893, 1.35389)
H (0.25222, 2.94881, 0.30380)
H (2.99241, -1.91216, -0.02749)

---

An isolated molecule of C2H5BO in a non-equilibrium geometry. Source: the Open Molecules 2025 dataset; level of theory: ωB97M-V/def2-TZVPD.

Calculated values
relative energy (zero: lowest compared OMol25 entry of this formula, charge and spin)	2.2679	eV
2S+1	1
charge	0

CARTESIAN COORDINATES (ANGSTROEM)
O (-1.83618, -2.85794, 0.47332)
C (0.53688, 0.16330, -0.29420)
C (-1.34020, -1.91041, 0.08588)
B (-0.94467, -0.47748, -0.15455)
H (0.81953, -0.03583, -1.34173)
H (1.14173, -0.24133, 0.44659)
H (0.42297, 1.23089, 0.07946)
H (-1.16963, -0.18379, 0.99003)
H (-1.73417, 0.03460, -0.84247)

---

C19H25N4Pt as an isolated structure. Source: the Open Molecules 2025 dataset; level of theory: ωB97M-V/def2-TZVPD.

Calculated values
electronic energy	-1077.14149	Ha
2S+1	1
charge	+1

CARTESIAN COORDINATES (ANGSTROEM)
Pt (-0.15331, 0.12327, 0.37913)
N (0.72042, -0.00513, -1.33615)
N (-0.81023, 0.23665, 2.30393)
N (-0.51744, -1.89164, 0.00725)
N (-0.21092, 2.17477, -0.02027)
C (0.80676, 3.67693, -3.32212)
C (-1.65226, 2.55187, -0.01213)
C (0.63743, -2.30784, -0.82095)
C (-1.54662, -1.03227, 5.45280)
C (2.80454, -2.89467, -2.41537)
C (0.76151, 1.16041, -2.07128)
C (1.22535, 2.53869, -3.99615)
C (2.20355, -3.89915, -1.67708)
C (0.34954, 3.56149, -2.01825)
C (-1.35603, 0.36150, 4.84583)
C (1.20719, 1.29446, -3.39060)
C (-1.72159, -1.87982, -0.87655)
C (-0.78465, -2.74729, 1.17436)
C (2.33689, -1.58686, -2.36457)
C (1.11411, -3.59818, -0.86454)
C (-1.05829, 0.29791, 3.41952)
C (0.51527, 3.02663, 0.95277)
C (0.32714, 2.32557, -1.40149)
C (1.22421, -1.27617, -1.58865)
H (1.56112, 2.73134, 0.97198)
H (3.67260, -3.11966, -3.02057)
H (0.82571, 4.64190, -3.80788)
H (-0.00273, 4.44251, -1.49645)
H (1.51877, 0.42237, -3.94590)
H (-2.57065, -1.47432, -0.32877)
H (0.65575, -4.37972, -0.27366)
H (-1.94075, -2.90459, -1.18518)
H (-2.16116, 2.03307, -0.82012)
H (-2.25120, 0.97388, 4.96711)
H (0.43918, 4.07772, 0.67306)
H (2.58200, -4.91066, -1.71603)
H (-1.11919, -3.73878, 0.86530)
H (-1.81625, -0.93040, 6.50138)
H (0.11861, -2.83666, 1.77388)
H (1.57421, 2.61972, -5.01726)
H (-1.75063, 3.62886, -0.15888)
H (0.07244, 2.88675, 1.93675)
H (-1.57221, -2.28269, 1.76368)
H (-0.62879, -1.61375, 5.38927)
H (-2.09365, 2.27803, 0.94395)
H (-1.52345, -1.26912, -1.75163)
H (-2.34266, -1.57480, 4.94579)
H (-0.53115, 0.89286, 5.32398)
H (2.86155, -0.80500, -2.89323)

---

A 9-piece molecular cluster, C6H29NO9 overall in a non-equilibrium geometry. Source: the Open Molecules 2025 dataset; level of theory: ωB97M-V/def2-TZVPD.

Calculated values
relative energy (zero: lowest compared OMol25 entry of this formula, charge and spin)	4.3325	eV
2S+1	1
charge	0

CARTESIAN COORDINATES (ANGSTROEM)
O (-2.10655, -1.36299, 4.46783)
O (-1.23783, 3.51977, 0.44085)
O (-0.40951, 2.27644, 3.47569)
O (-2.90831, 1.41222, 3.05367)
O (0.86001, -2.23676, 2.21461)
O (1.48973, 0.49893, 2.70970)
O (-1.44860, -3.40224, -2.35004)
O (-1.65907, 2.70243, -2.66028)
O (-2.11055, 1.15478, -0.44511)
N (0.33573, -0.82428, -2.06645)
C (-0.04762, 0.44039, -1.31095)
C (-1.38744, 0.19452, -0.59144)
C (-0.28794, -0.77231, -3.37630)
C (3.96125, -1.51011, -0.68765)
C (2.55154, -0.84189, -0.90149)
C (1.80368, -1.03937, -2.24022)
H (-1.20108, 1.74870, 3.25248)
H (1.78196, 1.06564, 1.99090)
H (0.65036, 0.64379, -0.49794)
H (1.05501, -1.35228, 2.55528)
H (-1.41288, 2.97484, 1.20062)
H (2.16209, -0.20125, -2.87684)
H (4.33243, -1.08965, 0.31405)
H (1.98932, -2.00324, -2.65930)
H (-1.57730, -0.84575, -0.25102)
H (-0.69216, 3.11145, -0.23093)
H (-0.91806, -2.65047, -2.03431)
H (-2.05514, -0.41284, 4.57566)
H (-0.08357, -1.72129, -3.92329)
H (0.10732, 0.01840, -4.03762)
H (-2.09702, 3.40327, -3.14707)
H (-2.82757, 1.84770, 2.19683)
H (-2.19511, -3.54199, -1.76757)
H (1.45105, -2.53736, 1.52163)
H (1.98915, -1.46187, -0.15599)
H (4.81416, -1.45401, -1.34366)
H (-2.23270, 2.37628, -1.94726)
H (-3.83605, 1.20764, 3.19510)
H (0.70732, 0.96027, 3.06447)
H (-0.10523, 1.17504, -2.11067)
H (3.84437, -2.57520, -0.44723)
H (-0.62283, 3.08189, 3.94731)
H (-1.31762, -0.45177, -3.31653)
H (-1.55270, -1.74112, 3.78418)
H (2.44401, 0.21567, -0.58370)